Entry 1:
Here is a cluster of 3 separate species, C2H11NO3 in total in a non-equilibrium geometry from the OMol25 dataset. Energies are from ωB97M-V/def2-TZVPD.

Output
Total charge = +1
Frontier orbital gap (spin up / spin down) = 10.32 / 5.40 eV
E_tot = -9875.1755 eV
2S+1 = 2

CARTESIAN COORDINATES (ANGSTROEM)
C (-1.792237, -1.745619, -1.224761)
N (-1.349782, -1.928807, 0.130527)
C (-0.569804, -0.827192, 0.786935)
O (0.509878, -0.603260, -0.042762)
H (-2.220088, -0.760750, -1.370561)
H (-2.518053, -2.517985, -1.457363)
H (-0.912585, -1.933945, -1.843681)
H (-0.739443, -2.760089, 0.160747)
H (-1.197445, 0.066373, 0.777922)
H (-0.267120, -1.061253, 1.803462)
H (1.326656, -1.002701, 0.289398)
H (1.088047, 2.740530, -0.611627)
H (-0.350673, 2.478952, -0.927120)
O (0.406524, 2.978635, -1.253254)
H (2.309368, 2.858056, 1.763056)
H (3.196010, 1.558391, 1.665208)
O (3.080747, 2.460663, 1.353874)

Forces on the atoms, in the same order (eV/Å):
-0.8 0.2 0.5
2.6 -0.2 -0.7
-0.6 1.2 0.3
0.1 -0.3 -0.3
0.1 0.1 -0.1
-0.2 -0.2 -0.1
0.1 0.1 -0.3
-0.9 -0.4 0.5
0.0 -0.2 0.0
-0.4 -0.4 0.0
-0.1 0.0 0.0
0.3 0.2 -0.2
-0.1 0.2 -0.2
-0.1 -0.4 0.4
0.0 -0.2 0.3
-0.2 0.2 0.3
0.1 0.0 -0.6

Here are the Löwdin charges for atoms 1 to 8, given in e: C 0.006; N 0.163; C -0.198; O 0.039; H 0.117; H 0.126; H 0.136; H 0.176



Entry 2:
Here is an isolated molecule of C13H9Cl2F13N4 from the OMol25 dataset. Energies are from ωB97M-V/def2-TZVPD.

Output
Frontier orbital gap = 8.66 eV
E_tot = -79958.3488 eV
SMILES = C[C@H](Cl)[C@@H](Cl)c1nnc(CCC(F)(F)C(F)(F)C(F)(F)C(F)(F)C(F)(F)C(F)(F)F)nn1

CARTESIAN COORDINATES (ANGSTROEM)
C (6.495206, -0.222344, -0.899143)
C (5.196390, 0.563418, -0.702117)
Cl (5.527115, 2.297370, -0.476035)
C (4.336283, 0.030671, 0.450445)
Cl (5.128173, 0.195242, 2.019422)
C (2.948349, 0.640012, 0.427886)
N (2.246336, 0.374728, -0.675909)
N (1.026852, 0.844218, -0.757549)
C (0.571500, 1.558671, 0.276758)
C (-0.813624, 2.140857, 0.178492)
C (-1.654842, 2.086359, 1.459435)
C (-2.022122, 0.741227, 2.064884)
F (-0.912912, 0.043376, 2.444630)
F (-2.741735, 0.989756, 3.201811)
C (-2.942863, -0.194966, 1.179094)
F (-4.005494, -0.618425, 1.905579)
F (-3.418297, 0.545211, 0.144096)
C (-2.252529, -1.482507, 0.647448)
F (-1.089605, -1.152590, 0.054583)
F (-1.983127, -2.224825, 1.742753)
C (-3.052849, -2.447840, -0.336983)
F (-3.676476, -3.347705, 0.447666)
F (-2.132909, -3.092867, -1.091586)
C (-4.148321, -1.962997, -1.345412)
F (-5.144467, -1.354695, -0.682496)
F (-4.639134, -3.100583, -1.876436)
C (-3.652455, -1.063065, -2.549030)
F (-4.447823, -0.002326, -2.698013)
F (-3.669812, -1.759546, -3.680530)
F (-2.399354, -0.639236, -2.349966)
N (1.301773, 1.875464, 1.351336)
N (2.517280, 1.397809, 1.436691)
H (6.771746, -0.240957, -1.953043)
H (7.300813, 0.238529, -0.327929)
H (6.374110, -1.244427, -0.535445)
H (4.571622, 0.476975, -1.592703)
H (4.215405, -1.042305, 0.278918)
H (-0.671265, 3.204254, -0.044406)
H (-1.327764, 1.713988, -0.680204)
H (-1.132263, 2.624251, 2.254145)
H (-2.596910, 2.611820, 1.288861)

Forces on the atoms, in the same order (eV/Å):
-0.1 0.2 0.2
0.0 -0.5 -0.1
-0.1 0.2 -0.1
-0.1 0.0 -0.2
0.1 0.0 0.1
-0.1 0.2 0.0
0.0 0.1 0.2
0.0 0.0 0.2
0.2 0.1 0.0
0.1 0.0 0.1
0.0 0.1 0.1
-0.1 -0.1 0.2
-0.3 0.3 -0.1
0.4 0.0 -0.3
-0.3 -0.2 0.1
0.3 0.2 -0.3
0.1 -0.2 -0.1
0.1 0.0 0.1
-0.2 0.1 0.0
0.1 0.0 -0.3
0.0 0.0 0.0
0.0 0.1 -0.2
-0.1 0.0 0.3
0.0 -0.1 0.0
0.2 0.0 -0.1
0.0 0.2 0.0
0.0 0.0 0.0
0.2 -0.2 0.1
0.0 0.0 0.1
-0.2 0.1 0.2
-0.1 -0.2 -0.1
0.0 -0.1 -0.2
0.0 0.0 0.1
0.0 -0.1 0.0
0.0 0.0 -0.1
0.0 0.1 0.1
0.0 0.1 0.0
-0.1 -0.1 0.0
0.1 -0.1 0.0
0.0 -0.1 0.0
0.1 0.0 0.0

Here are the Löwdin charges for atoms 1 to 8, given in e: C -0.125; C -0.773; Cl 0.627; C -0.694; Cl 0.665; C -0.366; N 0.119; N 0.120



We obtain energy above the lowest of the compared OMol25 structures with the same formula, charge and spin values of 34.1; 0.0 kcal/mol for the records listed above, in that order.